Entry 1:
75
Properties=species:S:1:pos:R:3:forces:R:3:lowdin_spin:R:1 method="wB97M-V/def2-TZVPD" e_homo_ev="-7.12 / -7.24" orbital_gap_ev="7.736 / 5.234" s_squared=6.046 multiplicity=5 relative_energy_kcal_mol=0.0 lumo_energy_ev="0.618 / -2.007"
Rh 0.095 0.936 0.599 -0.284 0.194 -0.180 2.33
C 0.490 -4.403 -1.736 0.062 -0.028 0.004 0.01
Si -1.194 -3.722 -2.171 0.077 0.040 0.020 0.00
C -1.719 -4.440 -3.821 -0.005 -0.014 -0.003 0.00
C -2.464 -4.187 -0.892 -0.071 0.021 0.014 0.00
C -1.070 -1.855 -2.382 -0.041 -0.017 -0.069 0.01
C -1.389 -1.249 -3.586 -0.056 0.082 -0.020 0.00
C -1.281 0.132 -3.766 0.032 -0.056 0.057 0.00
C -0.821 0.877 -2.706 0.035 0.020 -0.025 0.01
N -0.481 0.320 -1.544 -0.072 0.126 0.055 0.10
C -0.616 -1.002 -1.355 0.171 -0.068 0.063 0.03
S -0.133 -1.523 0.234 0.002 -0.137 0.078 0.17
H 0.458 -5.490 -1.645 -0.002 -0.059 -0.010 0.00
H 0.850 -3.990 -0.793 -0.007 -0.007 -0.027 0.00
H 1.210 -4.154 -2.519 0.050 -0.008 -0.019 0.00
H -1.798 -5.525 -3.735 -0.007 -0.036 0.002 0.00
H -0.999 -4.227 -4.613 0.027 0.021 -0.030 0.00
H -2.693 -4.065 -4.137 -0.040 0.005 -0.019 0.00
H -2.567 -5.273 -0.848 -0.012 -0.037 0.029 0.00
H -3.436 -3.765 -1.153 -0.045 -0.002 0.005 0.00
H -2.191 -3.820 0.096 0.027 0.017 0.032 0.00
H -1.744 -1.854 -4.411 0.002 -0.030 -0.041 0.00
H -1.544 0.606 -4.700 -0.007 0.007 -0.029 0.00
H -0.706 1.953 -2.768 -0.011 0.006 -0.004 0.00
C 2.005 2.958 4.295 -0.004 0.062 0.023 0.01
Si 1.287 1.348 3.685 0.039 -0.070 -0.226 0.05
C -0.553 1.433 3.843 -0.040 -0.002 -0.023 0.01
C 1.871 -0.140 4.652 0.010 -0.031 0.019 0.01
N 1.737 1.116 1.953 0.228 -0.036 0.120 0.47
C 3.019 0.974 1.562 -0.127 -0.002 0.092 0.04
C 4.129 1.026 2.448 0.108 0.003 0.052 0.10
C 5.421 0.871 2.014 -0.051 0.004 -0.007 0.00
C 5.679 0.659 0.659 0.033 -0.004 -0.002 0.14
C 4.639 0.609 -0.254 -0.036 0.021 0.012 -0.01
C 3.335 0.765 0.184 0.089 -0.072 -0.113 0.11
O 2.274 0.729 -0.651 -0.095 0.112 -0.040 0.09
C 2.473 0.521 -2.019 0.022 -0.060 0.150 0.00
C 2.655 1.614 -2.841 0.003 -0.037 -0.075 0.00
C 2.766 1.400 -4.209 -0.006 -0.010 0.025 0.00
C 2.687 0.113 -4.722 0.005 0.008 0.004 0.00
C 2.505 -0.969 -3.870 0.007 0.005 0.033 0.00
C 2.402 -0.772 -2.500 -0.007 0.061 -0.086 0.00
H 1.609 3.161 5.292 -0.003 0.022 0.037 0.00
H 1.684 3.775 3.645 -0.012 0.024 -0.016 0.00
H 3.091 2.984 4.354 0.032 0.001 0.003 0.00
H -0.773 1.528 4.910 -0.034 0.004 0.045 0.00
H -1.053 0.539 3.471 -0.007 -0.042 0.006 0.00
H -0.991 2.281 3.319 -0.012 0.044 0.001 0.00
H 1.331 -0.172 5.600 -0.008 -0.008 0.032 0.00
H 2.936 -0.160 4.873 0.045 0.002 0.002 0.00
H 1.625 -1.053 4.105 -0.017 -0.027 -0.016 0.00
H 3.948 1.192 3.498 -0.020 -0.011 0.010 0.00
H 6.236 0.914 2.723 0.020 -0.001 0.008 0.00
H 6.695 0.532 0.311 0.030 -0.001 0.000 0.01
H 4.836 0.446 -1.303 -0.001 -0.003 -0.011 0.00
H 2.694 2.608 -2.416 -0.004 0.021 0.018 0.00
H 2.904 2.243 -4.872 0.005 0.016 -0.021 0.00
H 2.761 -0.047 -5.789 0.004 -0.005 -0.019 0.00
H 2.432 -1.971 -4.270 -0.003 -0.018 -0.019 0.00
H 2.232 -1.587 -1.809 -0.012 -0.033 0.025 0.00
C -5.210 2.299 0.360 -0.010 0.001 0.006 0.00
C -4.387 1.868 1.580 0.035 -0.014 -0.014 0.01
C -4.904 0.518 2.095 -0.006 -0.010 -0.003 0.00
C -4.511 2.921 2.687 0.005 0.016 0.005 0.00
C -2.977 1.723 1.187 -0.001 0.100 -0.146 0.12
C -1.816 1.605 0.840 0.013 -0.074 0.211 0.13
H -6.264 2.387 0.632 -0.027 0.006 0.004 0.00
H -5.116 1.569 -0.443 -0.001 -0.018 -0.009 0.00
H -4.866 3.263 -0.016 0.013 0.022 -0.004 0.00
H -5.951 0.607 2.393 -0.026 -0.002 0.008 0.00
H -4.324 0.186 2.957 0.010 0.002 0.014 0.00
H -4.823 -0.245 1.320 0.005 -0.012 -0.014 0.00
H -5.556 3.033 2.984 -0.032 0.000 0.010 0.00
H -4.143 3.887 2.342 0.008 0.021 -0.010 0.00
H -3.932 2.629 3.564 0.011 -0.012 0.011 0.00

---

Entry 2:
75
Properties=species:S:1:pos:R:3:forces:R:3:lowdin_spin:R:1 method="wB97M-V/def2-TZVPD" e_homo_ev="-14.88 / -15.55" orbital_gap_ev="7.222 / 6.810" s_squared=3.860 total_charge=+2 multiplicity=4 lumo_energy_ev="-7.656 / -8.744"
Tc -1.464 0.303 -0.045 1.359 -1.379 0.518 0.84
C 0.301 -0.246 -1.382 -0.310 -0.129 0.295 0.05
C 0.962 -0.877 -0.254 0.032 -0.048 -0.215 0.27
C 1.686 0.186 0.451 -0.206 0.323 0.032 0.15
C 1.691 1.295 -0.403 0.158 -0.219 0.116 0.10
C 0.947 1.044 -1.568 -0.048 -0.027 0.153 0.23
C 0.968 1.834 -2.839 -0.050 0.164 -0.206 0.03
C 1.908 3.035 -2.711 -0.027 -0.072 0.037 0.00
C 1.496 0.904 -3.959 0.020 -0.020 0.138 0.02
C -0.439 2.314 -3.240 0.085 -0.040 0.083 0.01
C 2.309 0.247 1.832 0.214 -0.061 0.186 0.01
C 3.828 -0.046 1.760 -0.138 -0.011 -0.032 0.01
C 1.606 -0.692 2.817 0.050 0.057 -0.029 0.00
C 2.190 1.681 2.390 -0.046 -0.071 -0.101 0.00
C 1.107 -2.390 -0.176 -0.263 -0.231 0.164 0.03
C 0.868 -3.029 -1.558 0.053 0.084 0.049 0.00
C 0.081 -3.017 0.803 0.046 0.084 0.008 0.03
C 2.527 -2.786 0.255 0.016 0.057 -0.008 0.01
H 0.004 -0.824 -2.244 -0.111 -0.026 0.020 0.00
H 2.237 2.204 -0.206 -0.062 0.018 -0.008 0.00
H 2.938 2.712 -2.544 0.002 0.043 0.023 0.00
H 1.614 3.702 -1.898 -0.005 0.032 -0.016 0.00
H 1.886 3.612 -3.634 0.008 0.006 -0.003 0.00
H 2.452 0.455 -3.683 0.000 0.007 -0.045 0.00
H 1.644 1.498 -4.860 0.014 0.006 -0.001 0.00
H 0.786 0.111 -4.199 0.007 -0.011 0.022 0.00
H -0.866 2.980 -2.488 -0.037 -0.013 -0.059 0.00
H -1.118 1.478 -3.406 -0.036 0.009 0.017 0.00
H -0.365 2.868 -4.175 0.019 0.006 -0.003 0.00
H 4.054 -1.091 1.579 0.012 -0.023 -0.030 0.00
H 4.276 0.235 2.713 0.010 -0.012 0.001 0.00
H 4.295 0.552 0.977 0.033 0.004 0.025 0.00
H 1.743 -1.741 2.569 -0.081 0.101 0.100 0.00
H 0.534 -0.475 2.854 0.003 -0.037 0.062 0.00
H 2.010 -0.541 3.818 0.000 0.028 0.002 0.00
H 2.841 2.377 1.862 -0.032 0.032 -0.001 0.00
H 2.506 1.674 3.432 0.012 0.007 -0.005 0.00
H 1.165 2.051 2.352 -0.008 0.019 0.031 0.00
H -0.155 -2.898 -1.912 0.005 0.022 -0.001 0.00
H 1.041 -4.101 -1.475 -0.017 -0.004 0.007 0.00
H 1.563 -2.641 -2.306 -0.023 -0.013 -0.011 0.00
H -0.889 -3.130 0.321 0.080 -0.025 0.011 0.00
H -0.043 -2.431 1.713 0.018 -0.069 -0.022 0.00
H 0.431 -4.010 1.085 -0.019 -0.021 -0.007 0.00
H 3.284 -2.252 -0.322 0.027 -0.017 0.023 0.00
H 2.658 -3.852 0.069 -0.012 -0.002 -0.026 0.00
H 2.699 -2.628 1.315 0.083 -0.003 -0.116 0.00
O -2.698 0.265 3.790 0.028 -0.017 -0.041 0.01
C -2.225 0.551 2.726 0.070 0.173 0.069 0.01
N -2.203 -0.302 1.624 0.173 -0.075 -0.624 0.03
C -2.954 -1.544 1.730 0.020 -0.098 0.050 0.00
C -3.144 -2.100 0.353 -0.087 -0.062 0.046 0.01
C -3.915 -3.226 0.120 0.030 0.005 -0.058 0.00
C -4.072 -3.681 -1.178 0.036 0.075 0.080 0.01
C -3.454 -2.990 -2.214 0.015 -0.035 -0.004 0.00
C -2.701 -1.878 -1.914 -0.039 -0.006 -0.163 0.01
N -2.532 -1.443 -0.653 -0.006 0.289 0.137 0.02
C -1.631 1.892 2.405 0.042 0.085 0.154 0.00
C -1.666 2.926 3.315 0.026 -0.044 0.000 0.00
C -1.181 4.169 2.925 -0.009 -0.077 -0.050 0.00
C -0.684 4.320 1.639 0.039 -0.020 0.044 0.00
C -0.681 3.231 0.785 0.029 0.094 -0.046 0.01
N -1.134 2.032 1.162 -0.299 0.208 -0.070 0.03
H -3.919 -1.361 2.209 -0.004 0.041 -0.019 0.00
H -2.431 -2.265 2.366 0.011 0.022 -0.020 0.00
H -4.388 -3.728 0.953 -0.012 0.004 -0.008 0.00
H -4.679 -4.553 -1.381 0.010 -0.008 -0.012 0.00
H -3.558 -3.310 -3.241 0.004 0.036 -0.005 0.00
H -2.224 -1.304 -2.698 0.007 0.024 0.035 0.00
H -2.085 2.743 4.295 0.001 0.000 0.000 0.00
H -1.208 5.007 3.609 0.020 -0.002 0.002 0.00
H -0.300 5.270 1.295 -0.022 -0.003 -0.023 0.00
H -0.302 3.314 -0.226 -0.035 -0.008 0.000 0.00
O -2.430 1.239 -1.238 -0.854 0.977 -0.703 0.37
O -3.396 1.072 -2.033 -0.032 -0.108 0.053 0.65

---

Number 1: E_tot -2400.88517 a.u.. Number 2: E_tot -1598.55330 a.u..